Record 1
Here is a structure of composition C26H42Br8N2O2 in a non-equilibrium geometry from the OMol25 dataset. Energies are from the ωB97M-V functional and the def2-TZVPD basis.

The geometry in ORCA input format:
```
! wB97M-V def2-TZVPD RIJCOSX def2/J DEFGRID3
* xyz 0 1
Br 28.55 10.98 2.54
Br 31.76 14.83 1.88
Br 28.22 14.91 1.36
Br 33.52 17.26 -1.82
Br 25.40 12.34 -0.78
Br 32.76 9.54 4.15
Br 27.32 8.20 0.16
Br 32.97 13.56 -1.64
O 27.93 9.55 -5.47
O 29.13 12.95 -3.09
N 32.20 11.68 -4.08
N 29.48 10.14 -0.78
C 29.82 10.91 0.22
C 27.82 12.44 -3.25
C 31.58 12.41 -6.27
C 27.00 13.21 -2.27
C 30.52 12.07 -0.01
C 29.44 11.16 -4.93
C 30.92 14.97 0.11
C 33.64 14.74 -3.07
C 29.62 15.75 0.16
C 32.40 11.42 -6.78
C 29.11 9.02 -6.20
C 28.29 10.37 -4.44
C 34.63 15.80 -2.54
C 33.02 10.74 -4.64
C 30.73 11.48 -2.31
C 31.23 10.65 3.59
C 29.22 13.77 -1.95
C 27.87 14.45 -1.92
C 29.91 10.39 -2.06
C 30.22 9.86 2.76
C 33.18 10.57 -6.00
C 27.04 10.12 -0.31
C 25.56 10.48 -0.37
C 31.45 12.45 -4.92
C 30.17 10.09 -5.84
C 30.99 12.32 -1.24
H 29.30 15.69 -0.88
H 27.66 10.71 0.36
H 31.03 9.59 -5.38
H 27.75 11.38 -3.00
H 32.83 15.06 -3.72
H 26.89 12.71 -1.31
H 30.55 9.57 1.76
H 29.96 8.94 3.28
H 30.67 12.79 0.78
H 26.03 13.39 -2.74
H 30.59 10.44 -6.79
H 29.03 12.02 -5.47
H 30.97 14.02 -0.43
H 27.58 15.03 -1.04
H 33.67 10.11 -4.05
H 33.90 9.91 -6.46
H 31.60 13.21 -1.30
H 30.78 10.99 4.52
H 35.24 16.20 -3.35
H 31.60 15.55 -0.50
H 35.26 15.30 -1.81
H 25.10 10.37 0.61
H 29.40 8.02 -5.88
H 29.93 14.59 -2.06
H 29.55 13.21 -1.07
H 29.67 9.58 -2.74
H 31.64 11.52 3.07
H 27.72 15.13 -2.75
H 34.25 14.21 -3.80
H 30.03 11.62 -4.14
H 28.78 8.99 -7.24
H 29.65 16.77 0.53
H 27.44 11.02 -4.21
H 31.03 11.71 -3.32
H 31.07 13.11 -6.91
H 28.52 9.70 -3.62
H 25.00 9.83 -1.05
H 27.51 12.61 -4.28
H 29.36 10.73 1.18
H 32.57 11.32 -7.84
H 30.86 13.17 -4.37
H 27.49 10.13 -1.30
*
```

Computed properties:
Energy relative to the best compared isomer or geometry (same formula, charge and spin) = 485.2 kcal per mole

Record 2
Here is the ion C4H10NO with charge +1 in a non-equilibrium geometry from the OMol25 dataset. Energies are from the ωB97M-V functional and the def2-TZVPD basis.

The geometry in ORCA input format:
```
! wB97M-V def2-TZVPD RIJCOSX def2/J DEFGRID3
* xyz 1 1
O -2.27 -0.47 -0.69
N 0.61 -0.60 -0.37
C -0.05 0.54 -0.77
C 2.27 0.41 1.17
C 1.09 -0.55 1.01
C -1.53 0.70 -0.41
H 1.91 1.41 0.93
H 3.09 0.22 0.49
H -1.66 0.70 0.67
H -1.95 1.62 -0.84
H 0.24 -0.26 1.66
H 0.26 0.85 -1.80
H 2.61 0.46 2.20
H -2.45 -0.55 -1.64
H 1.46 -1.53 1.36
H 0.21 -1.46 -0.75
*
```

Computed properties:
Energy relative to the best compared isomer or geometry (same formula, charge and spin) = 100.7 kcal per mole
Structure (SMILES) = CC/[NH+]=C\CO

Record 3
Here is a cluster of 9 separate species, C10H35O12 in total in a non-equilibrium geometry from the OMol25 dataset. Energies are from the ωB97M-V functional and the def2-TZVPD basis.

The geometry in ORCA input format:
```
! wB97M-V def2-TZVPD RIJCOSX def2/J DEFGRID3
* xyz -1 1
O 4.45 1.73 0.50
O -5.60 -0.92 0.14
O -0.81 0.01 -2.74
O -0.07 0.71 1.55
O -2.44 4.30 -0.74
O 0.48 -1.38 1.36
O 1.46 -2.88 -0.65
O 1.75 -1.81 3.92
O 2.44 3.04 -1.42
O 1.34 -1.27 -4.34
O -0.96 -0.39 -0.02
O -2.21 1.39 3.96
C -2.44 2.82 -0.98
C -2.90 0.46 3.19
C 3.10 -1.53 3.86
C -0.79 -1.36 -3.18
C -4.26 -1.12 -0.36
C 1.47 1.99 -1.49
C 2.82 -2.81 -0.32
C -0.17 -0.41 0.91
C 3.54 1.39 1.51
C -0.07 -1.51 -4.46
H -2.12 2.33 -0.06
H 3.65 -2.30 4.40
H 3.46 -2.37 -1.09
H 3.28 -0.60 4.39
H 1.02 -2.40 0.05
H 3.96 1.37 2.51
H -2.58 -0.58 3.20
H 3.20 -3.83 -0.27
H -6.20 -1.67 0.20
H -2.97 4.66 -1.46
H 1.73 -1.66 -3.55
H -0.78 -0.05 -1.78
H -3.98 -0.23 -0.91
H 2.94 -2.34 0.66
H -1.48 1.70 3.41
H -3.92 0.57 3.54
H -1.79 2.66 -1.84
H -3.06 0.84 2.18
H -1.79 -1.78 -3.06
H -3.40 2.48 -1.34
H 1.61 1.25 -0.70
H 2.50 1.69 1.36
H -3.62 -1.50 0.45
H 2.05 3.90 -1.25
H 1.60 1.65 -2.52
H -0.31 -1.95 -2.41
H 0.47 2.42 -1.38
H 3.52 -1.38 2.86
H 3.91 2.26 -0.10
H 1.32 -1.68 3.07
H -0.19 -2.56 -4.69
H -0.60 1.20 0.91
H 3.28 0.35 1.29
H -4.35 -2.00 -0.99
H -0.51 -0.90 -5.26
*
```

Record 4
Here is a cluster of 3 separate species, C4H15NO2S in total in a non-equilibrium geometry from the OMol25 dataset. Energies are from the ωB97M-V functional and the def2-TZVPD basis.

The geometry in ORCA input format:
```
! wB97M-V def2-TZVPD RIJCOSX def2/J DEFGRID3
* xyz 0 1
S -0.82 2.61 0.38
O 2.91 0.76 1.14
O 2.43 -1.72 0.60
N -2.03 -1.57 -1.07
C 0.11 1.01 0.13
C -0.98 -1.62 0.00
C -1.36 -1.65 -2.39
C -0.67 -0.29 0.74
H 2.42 -2.13 -0.19
H 0.03 -1.80 -0.46
H -1.22 -2.44 0.78
H -0.03 -0.69 1.60
H 2.77 0.62 2.16
H 1.00 1.17 0.69
H -0.90 3.07 -0.90
H 3.64 0.15 1.03
H 2.15 -0.81 0.47
H -0.60 -2.42 -2.24
H -2.71 -0.93 -0.85
H -0.93 -0.71 -2.69
H -1.63 0.03 1.26
H 0.25 0.86 -0.88
H -2.16 -1.77 -3.08
*
```

Computed properties:
Energy relative to the best compared isomer or geometry (same formula, charge and spin) = 56.8 kcal per mole
Structure (SMILES) = CNCCCS.O.O

Record 5
Here is a structure of composition C23H26N4O3Zn in a non-equilibrium geometry from the OMol25 dataset. Energies are from the ωB97M-V functional and the def2-TZVPD basis.

The geometry in ORCA input format:
```
! wB97M-V def2-TZVPD RIJCOSX def2/J DEFGRID3
* xyz 2 1
Zn 1.18 -2.54 0.06
O -0.01 -1.15 0.70
O -2.16 -3.05 -2.31
O -0.19 -3.17 -1.26
N 3.91 -3.40 -0.35
N -1.79 -1.52 -0.73
N 2.53 -1.69 -1.14
N 2.83 -3.62 0.39
C 4.49 -0.84 -2.91
C 4.25 -6.55 2.13
C 2.28 -0.67 -1.99
C 1.86 -5.03 2.09
C -3.43 -2.34 -2.11
C 4.76 -1.91 -2.07
C 3.18 -6.86 2.99
C -2.65 5.21 2.01
C -2.89 7.66 1.71
C -1.75 0.42 0.74
C -1.96 4.95 -0.77
C 4.13 -5.47 1.25
C -2.68 6.27 1.16
C -1.29 -2.62 -1.42
C 2.94 -4.71 1.24
C 3.23 -0.21 -2.88
C -3.02 7.15 -1.22
C -1.07 1.22 1.61
C 3.73 -2.32 -1.19
C -2.54 6.08 -0.27
C 2.00 -6.11 2.97
C -3.15 -1.20 -1.18
C -1.13 -0.77 0.25
H 5.17 -7.13 2.13
H -3.82 -1.17 -0.33
H 3.28 -7.70 3.68
H -3.15 -0.24 -1.71
H -4.13 -3.04 -1.65
H -1.55 2.09 2.05
H 4.92 -5.18 0.55
H -0.05 0.96 1.89
H 1.27 -0.25 -1.92
H -2.04 8.32 1.50
H -3.79 8.15 1.30
H -2.55 4.19 1.65
H 2.98 0.62 -3.53
H -1.83 4.85 -1.85
H 5.25 -0.48 -3.61
H -4.10 7.32 -1.14
H -2.77 0.64 0.41
H -3.80 -2.00 -3.08
H 0.95 -4.43 2.04
H -2.79 5.38 3.08
H -3.00 7.60 2.79
H 1.18 -6.36 3.65
H 5.69 -2.47 -2.01
H -1.58 4.16 -0.12
H -2.54 8.12 -1.04
H -2.81 6.85 -2.24
*
```

Computed properties:
Energy relative to the best compared isomer or geometry (same formula, charge and spin) = 38.2 kcal per mole

Record 6
Here is a cluster of 5 separate species, C28H42F3N5O3PS in total in a non-equilibrium geometry from the OMol25 dataset. Energies are from the ωB97M-V functional and the def2-TZVPD basis.

The geometry in ORCA input format:
```
! wB97M-V def2-TZVPD RIJCOSX def2/J DEFGRID3
* xyz 1 1
S -4.00 -1.72 1.42
P -1.91 1.22 2.20
F 0.87 4.15 1.44
F 1.03 2.88 -1.83
F 2.62 3.42 -0.44
O -2.96 2.46 2.36
O -0.48 1.98 2.38
O 2.28 -0.07 -0.49
N 7.76 2.14 -1.20
N 5.12 -2.13 3.74
N -3.95 0.08 -4.50
N -2.45 -1.02 -0.82
N -6.77 -4.41 1.18
C -1.07 3.64 0.08
C 3.39 0.43 0.27
C -3.57 0.80 0.06
C -3.54 -0.07 -5.80
C -0.04 -0.26 -0.79
C 8.62 3.53 0.29
C 6.24 -1.75 4.44
C -1.39 -0.21 -0.11
C 4.10 -1.26 4.00
C 8.91 2.48 -0.54
C -1.67 2.37 -0.54
C 5.92 -0.62 5.15
C 1.08 0.01 0.20
C 7.24 3.83 0.12
C -4.94 -0.83 -4.22
C 4.68 -0.24 -0.17
C -7.91 -6.06 0.25
C -4.28 -1.09 -6.35
C 6.74 2.95 -0.81
C 4.56 -0.31 4.87
C -7.72 -5.36 1.41
C -3.73 -0.72 -0.03
C -6.36 -4.49 -0.13
C -5.17 -1.57 -5.35
C 1.32 3.34 -0.62
C -2.07 1.13 0.33
C -7.05 -5.50 -0.73
C 0.41 3.66 0.27
H -4.60 -0.93 -0.65
H 4.47 -1.22 -0.60
H -2.28 -2.03 -0.82
H -2.81 -1.62 2.02
H -2.77 0.55 -6.22
H 7.69 1.40 -1.88
H -2.66 -0.65 -1.75
H -6.94 -5.82 -1.75
H -0.98 2.03 -1.31
H -3.22 2.58 3.28
H 6.59 -0.08 5.80
H 0.95 1.01 0.64
H -1.32 4.46 -0.60
H 3.21 0.23 1.33
H 6.68 4.61 0.62
H -5.89 -2.36 -5.45
H -8.18 -5.47 2.38
H 1.04 -0.74 1.01
H 0.11 -1.25 -1.23
H 9.83 1.96 -0.72
H -3.59 0.77 -3.87
H 5.32 -0.39 0.71
H 3.44 1.52 0.15
H 5.07 -2.93 3.14
H -1.26 -0.77 0.83
H 0.08 1.51 3.01
H 9.31 4.03 0.94
H 0.04 0.46 -1.61
H -3.79 1.14 -0.96
H 5.75 2.85 -1.22
H -8.60 -6.88 0.12
H -4.20 -1.44 -7.36
H -1.55 3.90 1.02
H -2.57 2.69 -1.07
H -5.41 -0.87 -3.25
H -4.30 1.30 0.68
H 7.15 -2.31 4.38
H 3.13 -1.39 3.54
H -5.61 -3.82 -0.51
H 4.00 0.51 5.27
H -6.44 -3.75 1.85
H 5.25 0.36 -0.87
*
```

Computed properties:
Energy relative to the best compared isomer or geometry (same formula, charge and spin) = 0.0 kcal per mole

Record 7
Here is a cluster of 2 separate species, C27H40Br3FNO3S in total in a non-equilibrium geometry from the OMol25 dataset. Energies are from the ωB97M-V functional and the def2-TZVPD basis.

The geometry in ORCA input format:
```
! wB97M-V def2-TZVPD RIJCOSX def2/J DEFGRID3
* xyz 1 1
Br 1.95 -1.54 -3.90
Br -0.97 -2.16 -1.98
Br -3.10 1.13 -4.21
S -3.51 0.12 1.78
F -7.37 -0.85 1.07
O 9.39 0.09 -2.41
O 7.74 -0.28 -0.93
O 2.42 1.04 -3.23
N -1.18 0.66 -1.38
C 2.15 2.02 -0.19
C 0.21 0.46 0.58
C -7.64 -0.29 4.63
C 2.80 1.89 1.20
C -1.50 -0.37 -2.45
C 9.43 -2.77 -0.65
C 1.11 0.95 -0.58
C -3.97 -1.29 0.75
C -2.29 1.09 0.86
C -9.02 -0.12 4.76
C -9.83 -0.19 3.63
C 2.12 0.01 -2.74
C -1.25 0.27 0.07
C 8.99 -0.47 -1.43
C -7.92 -0.61 2.29
C 0.04 1.55 -1.48
C 5.26 1.78 0.45
C 4.11 1.10 1.22
C 1.90 -0.22 -1.27
C -9.29 -0.44 2.38
C -3.00 -0.23 -2.82
C -3.70 -1.50 -3.28
C 5.71 1.00 -0.80
C 9.73 -1.47 -0.61
C -7.09 -0.54 3.38
C 7.22 1.04 -1.07
C -3.35 -2.62 1.24
H 0.21 1.27 1.31
H 6.10 1.93 1.13
H 0.61 -0.39 1.13
H 9.16 -3.22 -1.60
H -1.47 -0.77 0.26
H -3.63 -1.13 -0.27
H -5.06 -1.38 0.75
H 2.91 -0.21 -0.85
H -3.10 -2.05 -4.00
H -4.11 -3.36 1.48
H 4.41 1.03 2.27
H -9.90 -0.49 1.50
H 7.73 1.72 -0.39
H -7.00 -0.22 5.50
H -4.62 -1.22 -3.78
H 4.91 2.78 0.17
H 5.22 1.44 -1.67
H -0.30 2.44 -0.94
H 10.57 -1.10 -0.02
H -2.63 -3.02 0.53
H 7.40 1.42 -2.07
H 3.04 2.91 1.53
H -2.80 -2.44 2.17
H -10.90 -0.06 3.73
H -0.92 -0.10 -3.32
H 2.95 2.02 -0.93
H 1.50 -1.20 -1.05
H -3.94 -2.14 -2.43
H -1.78 1.67 1.63
H -1.94 1.32 -1.52
H 2.13 1.49 1.96
H 1.69 3.01 -0.25
H -2.81 1.82 0.22
H -6.02 -0.68 3.26
H 0.29 1.85 -2.49
H -9.45 0.08 5.73
H -3.52 0.15 -1.94
H 5.42 -0.05 -0.74
H 3.98 0.06 0.90
H 9.42 -3.41 0.22
*
```

Record 8
Here is a structure of composition C29H44ClN5O2S2Zr in a non-equilibrium geometry from the OMol25 dataset. Energies are from the ωB97M-V functional and the def2-TZVPD basis.

The geometry in ORCA input format:
```
! wB97M-V def2-TZVPD RIJCOSX def2/J DEFGRID3
* xyz -2 1
Zr 1.42 -0.29 0.93
Cl -0.23 0.60 -0.74
S 2.21 0.67 4.41
S -0.84 -0.92 2.08
O 2.05 2.10 4.27
O 3.52 0.09 4.52
N 1.59 -3.42 0.25
N -1.78 3.54 -0.08
N 1.44 0.00 3.04
N 3.18 -1.96 0.40
N -3.44 2.27 -0.59
C -2.13 2.30 -0.35
C 0.30 -4.03 -0.10
C -3.51 -0.02 0.13
C 5.22 -1.36 -0.76
C -0.84 -1.70 6.78
C 0.55 -5.43 -0.64
C 0.21 -0.57 3.36
C 0.26 2.98 1.28
C 2.63 -4.04 0.87
C -5.65 1.18 -0.30
C -4.10 0.59 -2.20
C 1.84 -2.12 0.09
C -0.39 3.97 0.29
C 1.21 -0.39 6.85
C 0.01 -0.70 4.78
C 3.24 0.16 -0.88
C -3.90 3.58 -0.71
C 0.27 -1.20 7.49
C 1.07 -0.12 5.50
C -0.43 5.33 0.95
C -0.37 -3.16 -1.16
C -0.56 -4.16 1.15
C 3.65 -3.15 0.94
C 4.51 -0.09 1.28
C -0.99 -1.44 5.43
C 0.41 4.03 -0.99
C -2.85 4.38 -0.39
C -4.21 1.01 -0.74
C 4.04 -0.79 0.01
H 2.08 0.00 7.39
H -2.45 -0.09 -0.15
H 2.57 -5.09 1.12
H 2.73 -0.35 -1.70
H -0.80 6.12 0.29
H -1.33 -3.61 -1.45
H -1.84 -1.79 4.86
H 1.21 -5.39 -1.52
H 1.45 4.31 -0.75
H -1.58 -2.31 7.30
H -4.65 1.30 -2.83
H 0.99 -6.08 0.12
H 4.68 -3.34 1.20
H 0.42 3.03 -1.44
H -1.01 5.34 1.87
H 5.11 0.78 0.96
H 3.94 0.88 -1.33
H -6.20 1.86 -0.95
H 0.25 -3.10 -2.07
H 5.15 -0.71 1.92
H -3.95 -1.01 -0.01
H -0.58 -2.13 -0.86
H 0.39 -1.45 8.55
H -1.52 -4.59 0.86
H -5.70 1.53 0.74
H 1.34 2.82 1.09
H -0.08 -4.83 1.87
H -3.03 0.55 -2.48
H 4.89 -1.92 -1.63
H -2.74 5.44 -0.30
H 2.50 0.85 -0.32
H 0.19 3.38 2.30
H 5.85 -2.00 -0.13
H -6.12 0.18 -0.35
H -4.91 3.80 -0.97
H 0.60 5.61 1.22
H -3.57 0.28 1.18
H -4.54 -0.41 -2.32
H -0.01 4.78 -1.67
H -0.74 -3.18 1.63
H 3.71 0.31 1.94
H 5.84 -0.53 -1.14
H -0.42 -5.85 -0.93
H -0.31 2.05 1.28
*
```

no.,Kohn-Sham gap (eV),E_LUMO (eV),E_tot (eV)
1,7.893,0.1682,-595036.915
2,7.330,-7.8268,-7836.950
3,9.158,2.5181,-35506.066
4,8.974,0.5229,-20809.412
5,4.000,-7.9761,-84778.066
6,6.748,-2.9377,-71578.593
7,8.153,-2.6190,-259952.102
8,2.330,4.3440,-77801.695